Version A
Here is 3 unconnected molecules or ions with the total composition C3H11O3 from the OMol25 dataset. Energies are from wB97M-V/def2-TZVPD.

* charge: -1
* orbital gap: 7.5 eV
* LUMO: 4.06 eV
* E_HOMO: -3.4 eV
* spin multiplicity: 1

XYZ file:
```
17
Properties=species:S:1:pos:R:3:mulliken_charge:R:1
C 0.00 0.19 0.53 -0.743
O -0.04 1.20 -0.49 -0.980
C 1.10 -0.95 0.54 -0.272
C 1.03 -1.93 1.75 -0.992
H -0.96 -0.33 0.48 0.209
H 0.18 0.78 1.42 0.367
H 2.12 -0.47 0.49 0.254
H 0.90 -1.49 -0.28 0.320
H 1.84 -2.66 1.83 0.312
H 0.10 -2.39 1.57 0.280
H 0.99 -1.24 2.64 0.245
H -1.78 0.08 -3.05 0.267
H -0.77 0.03 -1.90 0.334
O -1.00 -0.32 -2.78 -0.665
H -0.95 2.46 -1.09 0.523
H -1.40 3.71 -0.41 0.254
O -1.37 3.33 -1.26 -0.710
```

Version B
Here is 3 unconnected molecules or ions with the total composition C3H11O3 from the OMol25 dataset. Energies are from wB97M-V/def2-TZVPD.

* charge: -1
* orbital gap: 7.7 eV
* LUMO: 4.28 eV
* E_HOMO: -3.4 eV
* spin multiplicity: 1

XYZ file:
```
17
Properties=species:S:1:pos:R:3:mulliken_charge:R:1
C -0.24 1.24 -0.29 -0.622
O 0.68 0.43 0.28 -0.808
C -1.76 0.96 0.10 -0.410
C -1.95 -0.51 0.44 -0.915
H -0.19 1.26 -1.40 0.197
H -0.02 2.27 0.08 0.233
H -2.38 1.20 -0.78 0.228
H -2.02 1.68 0.88 0.300
H -0.98 -0.97 0.66 0.216
H -2.22 -1.09 -0.45 0.275
H -2.58 -0.69 1.31 0.315
H 2.65 -1.60 0.35 0.389
H 2.49 -0.43 1.26 0.379
O 2.96 -1.29 1.22 -0.720
H 1.44 -0.84 -0.56 0.384
H 2.22 -0.40 -1.74 0.304
O 1.91 -1.22 -1.35 -0.746
```

Going by the energies, version B is most stable and the next is 44.9 kJ/mol up.

Version A
Here is 2 unconnected molecules or ions with the total composition H3N3 from the OMol25 dataset. Energies are from wB97M-V/def2-TZVPD.

* orbital gap (alpha / beta): 9.4 / 9.6 eV
* LUMO (alpha / beta): 0.02 / -0.04 eV
* E_HOMO (alpha / beta): -9.4 / -9.6 eV
* spin multiplicity: 1

XYZ file:
```
6
Properties=species:S:1:pos:R:3:mulliken_charge:R:1
N 0.76 0.06 -0.62 -0.168
N 0.06 -0.89 0.29 -0.206
N 0.01 0.42 0.51 -0.172
H 1.67 0.23 -0.26 0.265
H -0.82 -1.26 -0.03 0.257
H -1.67 1.44 0.11 0.025
```

Version B
Here is a molecular structure, H3N3 from the OMol25 dataset. Energies are from wB97M-V/def2-TZVPD.

* orbital gap: 8.0 eV
* LUMO: -0.29 eV
* E_HOMO: -8.3 eV
* spin multiplicity: 1

XYZ file:
```
6
Properties=species:S:1:pos:R:3:mulliken_charge:R:1
N 1.44 -0.18 -0.07 -0.435
N -0.12 0.77 0.09 -0.183
N -1.00 -0.08 -0.03 -0.127
H 2.17 0.33 -0.53 0.113
H -0.68 -1.12 -0.05 0.326
H -1.82 0.28 0.59 0.307
```

Version C
Here is a single H3N3 molecule from the OMol25 dataset. Energies are from wB97M-V/def2-TZVPD.

* orbital gap: 10.5 eV
* structure (SMILES): [H]/N=N/N
* LUMO: 1.08 eV
* E_HOMO: -9.5 eV
* spin multiplicity: 1

XYZ file:
```
6
Properties=species:S:1:pos:R:3:mulliken_charge:R:1
N 0.56 -0.03 -1.22 -0.465
N 0.03 -0.59 -0.09 -0.017
N -0.44 0.34 0.73 -0.241
H 1.06 -0.95 -1.55 0.253
H -0.53 1.28 0.51 0.237
H -0.67 -0.06 1.62 0.233
```

Going by the energies, version C is most stable and the next is 347.3 kJ/mol up.

Version A
Here is a gas-phase ion, C4H14N3 (charge +1) from the OMol25 dataset. Energies are from wB97M-V/def2-TZVPD.

* charge: +1
* orbital gap: 11.0 eV
* structure (SMILES): C[NH2+][C@](C)(N)CN
* LUMO: -2.97 eV
* E_HOMO: -14.0 eV
* spin multiplicity: 1

XYZ file:
```
21
Properties=species:S:1:pos:R:3:mulliken_charge:R:1
C 1.61 0.08 -0.07 -1.867
C -0.34 -2.06 0.96 -0.814
C -0.51 1.25 -0.75 -1.147
C 0.24 0.41 0.33 1.047
N -0.42 0.59 -2.09 -0.596
N 0.16 0.90 1.59 -0.526
N -0.76 -0.86 0.28 -0.328
H 2.15 -0.21 0.86 0.537
H 1.62 -0.71 -0.77 0.435
H 2.07 0.93 -0.57 0.363
H -0.03 -1.60 1.95 0.357
H -1.24 -2.67 0.91 0.371
H 0.54 -2.62 0.43 0.249
H -0.28 2.31 -0.78 0.471
H -1.50 1.16 -0.46 0.576
H 0.20 1.12 -2.64 0.270
H -1.35 0.61 -2.64 0.215
H -0.69 1.47 1.65 0.240
H 1.06 1.32 1.97 0.278
H -0.85 -0.85 -0.82 0.489
H -1.68 -0.56 0.66 0.376
```

Version B
Here is 2 unconnected molecules or ions with the total composition C4H14N3 from the OMol25 dataset. Energies are from wB97M-V/def2-TZVPD.

* charge: +1
* orbital gap: 12.0 eV
* LUMO: -3.01 eV
* E_HOMO: -15.0 eV
* spin multiplicity: 1

XYZ file:
```
21
Properties=species:S:1:pos:R:3:mulliken_charge:R:1
C -2.29 -0.66 -0.87 -0.781
C -2.01 -1.95 -0.08 -0.711
H -2.33 0.19 -0.17 0.249
H -1.57 -0.47 -1.66 0.192
H -3.33 -0.67 -1.20 0.341
H -0.97 -2.23 -0.05 0.109
H -2.48 -2.78 -0.62 0.332
H -2.52 -1.89 0.88 0.264
C 1.93 2.19 -0.71 -1.004
C 1.20 0.25 0.60 0.682
N 1.36 0.82 -0.59 -0.169
N 1.30 0.94 1.73 -0.388
N 1.00 -1.08 0.69 -0.550
H 0.76 0.53 -1.35 0.271
H 1.10 1.92 1.86 0.247
H 1.55 0.40 2.55 0.248
H 0.86 -1.62 -0.14 0.301
H 0.26 -1.36 1.32 0.303
H 2.66 2.30 0.08 0.372
H 1.13 2.92 -0.59 0.355
H 2.40 2.25 -1.69 0.336
```

Version C
Here is 2 unconnected molecules or ions with the total composition C4H14N3 from the OMol25 dataset. Energies are from wB97M-V/def2-TZVPD.

* charge: +1
* orbital gap: 11.7 eV
* LUMO: -3.08 eV
* E_HOMO: -14.8 eV
* spin multiplicity: 1

XYZ file:
```
21
Properties=species:S:1:pos:R:3:mulliken_charge:R:1
C 0.56 1.27 1.53 -0.806
C -1.60 0.03 0.97 0.842
N -0.39 0.08 1.48 -0.260
N -2.03 0.94 0.11 -0.322
N -2.39 -1.00 1.28 -0.425
H 0.06 -0.68 1.97 0.239
H -1.61 1.84 -0.06 0.199
H -2.97 0.91 -0.26 0.212
H -2.01 -1.69 1.90 0.206
H -3.23 -1.21 0.77 0.206
H 0.40 1.91 2.38 0.263
H 0.33 1.79 0.61 0.289
H 1.49 0.73 1.43 0.356
C 1.22 0.02 -1.68 -0.463
C 2.15 -1.23 -1.77 -1.009
H 0.70 0.04 -2.64 0.343
H 0.52 -0.22 -0.88 -0.134
H 1.73 0.98 -1.65 0.339
H 1.48 -2.07 -1.86 0.285
H 2.76 -1.16 -2.67 0.331
H 2.86 -1.26 -0.95 0.310
```

Going by the energies, version B is most stable and the next is 7.0 kJ/mol up.

Version A
Here is a gas-phase ion, C4H14N3 (charge +1) from the OMol25 dataset. Energies are from wB97M-V/def2-TZVPD.

* charge: +1
* orbital gap: 12.1 eV
* structure (SMILES): CCC[N+](C)(N)N
* LUMO: -2.92 eV
* E_HOMO: -15.1 eV
* spin multiplicity: 1

XYZ file:
```
21
Properties=species:S:1:pos:R:3:mulliken_charge:R:1
C -2.84 -0.06 0.00 -1.094
C 2.07 -1.04 0.02 -0.844
C -1.42 0.54 -0.27 -0.706
C -0.25 -0.55 -0.02 -0.800
N 1.25 0.83 -1.24 -0.680
N 1.24 0.82 1.17 -0.728
N 1.09 0.10 -0.05 0.978
H -2.89 -1.16 -0.43 0.298
H -3.12 0.05 1.12 0.304
H -3.60 0.58 -0.64 0.318
H 3.08 -0.70 0.18 0.446
H 1.78 -1.97 0.75 0.264
H 2.16 -1.45 -0.99 0.383
H -1.38 1.33 0.44 0.390
H -1.44 0.86 -1.29 0.496
H -0.21 -1.01 0.99 0.468
H -0.38 -1.36 -0.78 0.412
H 1.97 1.42 -1.23 0.257
H 0.40 1.36 -1.29 0.235
H 2.12 0.58 1.77 0.307
H 0.40 0.82 1.80 0.295
```

Version B
Here is 2 unconnected molecules or ions with the total composition C4H14N3 from the OMol25 dataset. Energies are from wB97M-V/def2-TZVPD.

* charge: +1
* orbital gap: 11.5 eV
* LUMO: -3.13 eV
* E_HOMO: -14.7 eV
* spin multiplicity: 1

XYZ file:
```
21
Properties=species:S:1:pos:R:3:mulliken_charge:R:1
C 1.57 0.60 -2.79 -0.822
C 1.97 1.71 -1.81 -0.705
H 0.61 0.84 -3.25 0.247
H 2.26 0.48 -3.62 0.339
H 1.49 -0.38 -2.32 0.222
H 2.54 2.48 -2.32 0.345
H 1.15 2.17 -1.27 0.181
H 2.71 1.29 -1.12 0.197
C 0.79 0.41 1.81 -0.870
C -1.18 -0.71 0.77 0.803
N -0.49 0.38 1.08 -0.232
N -0.96 -1.86 1.41 -0.366
N -2.16 -0.65 -0.12 -0.407
H -0.84 1.26 0.73 0.254
H -0.50 -1.83 2.31 0.208
H -1.60 -2.61 1.24 0.227
H -2.20 0.11 -0.79 0.216
H -2.73 -1.43 -0.38 0.212
H 0.83 1.41 2.25 0.312
H 1.59 0.30 1.09 0.292
H 0.84 -0.31 2.62 0.346
```

Going by the energies, version B is most stable and the next is 409.1 kJ/mol up.

Version A
Here is 2 unconnected molecules or ions with the total composition C4H14N3 from the OMol25 dataset. Energies are from wB97M-V/def2-TZVPD.

* charge: +1
* orbital gap: 10.1 eV
* LUMO: -4.09 eV
* E_HOMO: -14.2 eV
* spin multiplicity: 1

XYZ file:
```
21
Properties=species:S:1:pos:R:3:mulliken_charge:R:1
C 2.67 -0.32 -0.12 -1.322
C -1.22 1.55 0.96 -0.870
C 1.25 -0.11 0.39 -0.230
C 0.37 0.60 -0.62 -0.835
N -1.82 0.36 -1.00 -0.667
N -2.15 -1.60 -0.55 -0.638
N -0.96 0.79 -0.22 0.900
H 3.12 -0.82 0.71 0.377
H 2.71 -0.85 -1.07 0.378
H 3.19 0.64 -0.43 0.318
H -1.20 0.85 1.79 0.382
H -0.60 2.46 1.18 0.286
H -2.24 1.93 0.84 0.347
H 1.16 0.32 1.40 0.378
H 0.94 -1.14 0.37 0.206
H 0.74 1.51 -0.98 0.430
H 0.57 -0.10 -1.55 0.323
H -1.42 0.09 -1.92 0.372
H -1.58 -2.00 -1.31 0.297
H -1.89 -1.89 0.44 0.287
H -3.11 -1.96 -0.67 0.282
```

Version B
Here is a molecular structure, C4H14N3 from the OMol25 dataset. Energies are from wB97M-V/def2-TZVPD.

* charge: +1
* orbital gap: 4.5 eV
* LUMO: -8.42 eV
* E_HOMO: -12.9 eV
* spin multiplicity: 1

XYZ file:
```
21
Properties=species:S:1:pos:R:3:mulliken_charge:R:1
N 0.87 0.51 -0.70 -0.647
C 4.66 -0.65 -0.41 -0.447
C 3.57 -1.16 0.15 -0.519
N -1.00 0.65 0.67 -0.421
C -2.19 1.14 0.07 -0.353
C -3.33 0.08 0.20 -0.417
N -2.81 -1.23 0.03 -0.475
H 1.56 0.97 -0.08 0.360
H -0.12 0.37 -0.09 0.542
H 0.72 1.16 -1.48 0.285
H 5.63 -1.04 -0.14 0.236
H 4.64 0.11 -1.19 0.211
H 3.66 -1.89 0.93 0.222
H 2.58 -0.91 -0.23 0.329
H -0.60 1.26 1.40 0.317
H -2.49 2.09 0.50 0.438
H -2.01 1.32 -0.99 0.234
H -4.03 0.33 -0.61 0.305
H -3.83 0.31 1.15 0.298
H -1.99 -1.45 0.57 0.237
H -3.48 -1.99 0.23 0.263
```

Going by the energies, version A is most stable and the next is 308.7 kJ/mol up.